1.
21
Properties=species:S:1:pos:R:3:forces:R:3:nbo_charge:R:1 method="wB97M-V/def2-TZVPD" e_lumo_ev=0.729 smiles="[H]/N=C(/C)[C@H](N)[C@H](C)OO"
C -0.5262 1.8648 1.4498 -0.6 -0.8 0.6 -0.696
C -0.6880 1.1253 0.1507 0.3 1.2 -2.6 0.379
O -0.9719 -1.3754 0.1640 0.9 -2.0 -1.6 -0.347
O -2.0284 -1.1369 1.1145 1.0 0.9 -0.1 -0.436
N -1.7294 1.3115 -0.5995 1.8 1.3 1.0 -0.687
H -2.5275 -0.4940 0.5596 0.2 -0.2 0.6 0.482
H -1.4764 1.2598 -1.5987 -0.5 -1.4 0.6 0.357
H -1.2319 2.6961 1.5277 0.0 -0.2 -0.2 0.241
H 0.4892 2.2558 1.5493 -0.1 -0.2 -0.1 0.223
H -0.7216 1.1891 2.2859 0.2 0.1 0.2 0.239
C 1.3094 -2.1395 -0.2627 -0.1 -0.8 -0.2 -0.642
N 0.5143 0.3246 -1.8624 0.4 -0.4 0.0 -0.841
C 0.5988 0.3415 -0.3964 -1.2 1.8 0.3 -0.150
C 0.4952 -1.0024 0.3069 -2.4 0.0 0.6 0.082
H 0.3887 1.2678 -2.2347 0.1 -0.3 0.4 0.362
H 1.3901 -0.0024 -2.2659 -0.2 -0.1 0.1 0.366
H 1.5018 0.8668 -0.0738 0.1 0.0 0.3 0.180
H 0.6522 -0.9252 1.3875 0.3 0.3 -0.2 0.204
H 1.3748 -2.1963 -1.3535 -0.1 0.5 0.1 0.220
H 2.3229 -2.1260 0.1485 -0.1 0.1 -0.1 0.220
H 0.8639 -3.1050 0.0032 0.0 0.3 0.3 0.245

2.
21
Properties=species:S:1:pos:R:3:forces:R:3:nbo_charge:R:1 method="wB97M-V/def2-TZVPD" e_lumo_ev=0.752 smiles="CC(=O)[C@H](C)C(N)=O.N"
C -1.3512 -1.5670 1.4056 -0.3 0.0 -0.1 -0.728
C 0.8247 1.5314 1.1220 -0.1 -0.1 0.0 -0.616
C -0.9518 -0.2377 0.8126 -0.9 0.0 -0.3 0.599
C 0.4921 0.0783 0.8092 0.7 0.9 -2.1 -0.413
O -1.7862 0.4964 0.2889 0.4 -0.6 0.6 -0.592
H -0.9592 1.1499 -1.2637 0.6 0.4 -0.8 0.405
H 1.0571 -0.6028 1.4500 0.0 -0.1 -0.3 0.230
H -1.4623 -1.4433 2.4835 0.0 0.0 0.1 0.246
H -2.3070 -1.8955 0.9986 0.0 0.1 0.0 0.234
H -0.5926 -2.3310 1.2347 0.1 0.1 0.0 0.232
H 0.8032 1.7106 2.1952 0.0 0.0 0.1 0.210
H 1.8146 1.7710 0.7360 0.0 -0.1 0.1 0.241
H 0.0993 2.1989 0.6626 -0.1 0.0 0.0 0.215
C 1.0923 -0.2324 -0.7765 0.7 -1.8 2.5 0.777
N 0.5757 -1.3960 -1.3028 0.5 0.4 0.7 -0.880
N -0.1943 1.1047 -1.9649 -0.9 0.7 0.1 -1.064
O 2.2249 0.1331 -0.9921 -0.3 0.4 -0.3 -0.650
H -0.3937 -1.6005 -1.1213 0.3 -0.3 -0.6 0.391
H 1.1794 -1.8383 -1.9807 -0.7 -0.1 -0.1 0.408
H 0.4137 1.9104 -1.8871 -0.2 0.1 -0.1 0.377
H -0.5787 1.0596 -2.9097 0.2 0.0 0.4 0.376

3.
21
Properties=species:S:1:pos:R:3:forces:R:3:nbo_charge:R:1 method="wB97M-V/def2-TZVPD" e_lumo_ev=0.901 smiles=C[C@H]1N(O)[C@]1(O)N(C)C
C 0.5172 0.7428 -1.1831 0.0 0.6 1.3 -0.123
C 0.1469 -2.0360 0.8784 0.4 -0.4 -0.1 -0.414
C -1.9351 -0.8563 0.8787 -0.1 0.4 0.0 -0.406
C 0.2014 2.0529 -1.8075 0.4 0.8 -0.2 -0.632
N -0.6010 -0.9389 0.2781 0.2 0.3 0.6 -0.456
C 0.0738 0.3741 0.2161 -1.4 -0.4 -1.4 0.492
O 2.2793 -0.5483 -0.2331 0.3 0.8 0.7 -0.586
O -0.5064 1.4017 1.0155 0.5 -0.9 -0.3 -0.713
N 1.4830 0.6404 -0.0107 -0.2 -0.8 -1.2 -0.172
H 2.9955 -0.3977 0.4073 -0.2 -0.2 -0.3 0.476
H 0.2159 2.0000 1.2681 -0.2 -0.3 -0.1 0.490
H 0.6391 -0.0428 -1.9204 -0.1 -0.4 0.6 0.221
H 0.5444 -1.7788 1.8653 0.1 -0.1 0.1 0.167
H -0.4858 -2.9253 0.9877 -0.2 0.4 0.0 0.197
H 0.9650 -2.3538 0.2283 -0.1 0.2 0.2 0.219
H -2.4831 -1.7936 0.7326 0.4 0.1 -0.1 0.199
H -2.5312 -0.0667 0.4096 0.2 -0.1 0.1 0.209
H -1.8843 -0.6542 1.9561 -0.1 0.0 0.0 0.176
H -0.3200 2.7366 -1.1331 0.1 -0.1 0.0 0.221
H 1.1202 2.5424 -2.1486 -0.1 0.1 0.0 0.214
H -0.4352 1.9015 -2.6854 0.1 0.0 0.2 0.221

4.
21
Properties=species:S:1:pos:R:3:forces:R:3:nbo_charge:R:1 method="wB97M-V/def2-TZVPD" e_lumo_ev=0.535 smiles="NC(N)(O)C=O.C=CC"
C -0.9588 1.1185 0.8662 0.3 0.4 0.8 0.422
N -1.4374 0.4893 2.0571 0.3 -1.3 1.0 -0.860
N -1.3114 2.4898 0.9985 1.1 1.7 -1.4 -0.857
C 0.6783 0.9502 0.8431 0.0 3.2 0.5 0.378
O -1.6743 0.6008 -0.2012 0.4 -1.0 -0.6 -0.710
O 1.4224 1.8218 0.3908 -1.8 -2.0 0.6 -0.518
H -1.6609 -0.3598 -0.0673 -0.2 0.0 -0.4 0.484
H -2.4433 0.6429 2.0812 0.1 -0.1 0.0 0.369
H -1.0795 1.0409 2.8357 -0.1 -0.3 0.0 0.371
H -0.6134 3.0344 0.4858 -0.1 0.2 0.2 0.375
H -2.1652 2.6295 0.4640 -0.1 0.0 0.2 0.374
H 1.0526 0.2167 1.5759 0.0 -0.4 -0.4 0.148
C 1.7389 -1.2979 -2.2746 0.0 0.0 -0.2 -0.657
C 0.9788 -1.2815 -0.9927 -1.8 0.8 0.1 -0.147
C 0.5023 -2.3557 -0.3576 0.3 0.5 -0.1 -0.426
H 0.5740 -0.2461 -0.7086 1.0 -1.8 -0.3 0.190
H 1.6592 -2.2624 -2.7835 0.2 0.0 0.2 0.215
H 1.3365 -0.5473 -2.9623 0.2 0.0 0.1 0.222
H 2.7892 -1.0628 -2.0807 0.0 0.0 -0.2 0.227
H 0.6505 -3.3581 -0.7493 0.2 0.1 0.2 0.199
H -0.0384 -2.2633 0.5795 -0.1 0.0 -0.1 0.200

Number 1: HOMO-LUMO gap 10.0574 eV. Number 2: HOMO-LUMO gap 9.8753 eV. Number 3: HOMO-LUMO gap 9.1479 eV. Number 4: HOMO-LUMO gap 10.2881 eV.